{"formula": "C69H125F3N4O31S11", "method": "ωB97M-V with the def2-TZVPD basis set", "charge": 0, "e_lumo_ev": -0.24, "orbital_gap_ev": 9.4, "species": ["C", "H", "H", "H", "H", "O", "H", "H", "H", "H", "H", "H", "H", "C", "C", "O", "H", "C", "C", "C", "O", "C", "C", "S", "H", "C", "C", "H", "N", "H", "H", "C", "H", "O", "S", "O", "O", "S", "H", "C", "H", "H", "H", "H", "H", "H", "C", "H", "H", "F", "H", "H", "C", "H", "C", "C", "H", "C", "H", "C", "C", "H", "C", "C", "H", "O", "S", "H", "C", "H", "C", "C", "H", "H", "H", "H", "H", "H", "O", "O", "H", "C", "C", "C", "O", "H", "H", "H", "C", "O", "S", "H", "H", "C", "H", "H", "C", "H", "S", "C", "C", "H", "H", "H", "H", "C", "H", "C", "O", "O", "C", "O", "C", "H", "H", "H", "H", "O", "H", "C", "H", "H", "O", "H", "C", "H", "H", "H", "C", "H", "C", "C", "C", "H", "H", "O", "O", "H", "N", "H", "S", "H", "H", "H", "O", "C", "H", "O", "F", "H", "C", "H", "H", "H", "S", "H", "H", "H", "S", "H", "C", "H", "C", "H", "H", "O", "H", "O", "H", "H", "H", "H", "C", "C", "H", "H", "C", "C", "C", "H", "C", "H", "H", "H", "F", "O", "H", "H", "H", "H", "O", "H", "H", "C", "H", "C", "H", "O", "H", "H", "C", "S", "O", "O", "C", "C", "H", "H", "H", "O", "H", "C", "O", "H", "H", "H", "N", "C", "C", "H", "C", "H", "C", "H", "C", "H", "C", "C", "H", "H", "H", "N", "H", "C", "O", "S", "O", "H", "C", "H", "C", "C", "H"], "coordinates": [[12.2326, -6.4157, 25.8409], [3.1948, -9.6904, 32.5181], [10.3207, -13.1440, 29.2493], [5.6799, -1.4830, 26.4352], [6.0409, -6.2015, 25.0546], [-1.7648, -7.0993, 28.4499], [14.6982, -5.7522, 26.9703], [9.4809, -7.8838, 28.0333], [4.8488, -5.2828, 31.0230], [4.5837, -10.0766, 21.0223], [12.1302, -15.3807, 26.0164], [4.3080, -7.6989, 31.0276], [4.2102, -10.3240, 23.9761], [10.6292, -5.6367, 19.9113], [8.2008, -8.4116, 34.9519], [-0.9659, -5.6955, 26.7122], [7.1400, -8.1964, 29.1420], [0.2998, -5.6084, 26.0637], [5.8538, -8.3919, 34.2334], [9.6094, -13.1746, 30.0746], [9.5251, -17.5732, 28.5936], [3.7808, -12.0595, 28.4907], [12.4559, -9.5628, 31.9852], [9.9605, -7.2505, 21.9947], [2.0611, -11.5804, 34.8897], [5.1523, -1.5493, 27.3867], [2.6280, -12.6341, 27.5965], [6.9893, -4.6012, 31.5821], [0.0663, -9.3940, 33.5709], [9.1123, -11.1185, 29.4396], [2.7440, -13.6047, 27.1142], [2.1501, -7.5432, 30.9369], [6.2583, -14.1259, 26.0976], [0.3817, -7.1736, 27.7602], [7.1304, -9.1628, 26.8391], [4.3467, -9.4921, 29.1181], [7.8045, -15.8353, 27.7877], [3.1836, -10.3551, 28.8290], [4.1344, -14.3333, 24.7424], [5.4054, -1.7603, 29.5771], [7.8722, -0.0413, 22.9423], [12.4309, -7.9208, 21.9191], [4.2617, -0.9232, 27.3324], [11.9474, -16.8310, 26.9264], [11.8862, -7.2020, 19.1315], [3.1271, -12.3157, 21.9947], [11.6543, -11.4442, 23.9919], [5.0986, -8.9988, 23.3980], [6.5361, -6.9533, 22.4926], [5.9439, -3.6458, 27.3262], [10.9118, -3.1017, 24.0294], [1.9147, -7.6671, 29.8799], [5.3825, -6.1371, 24.1883], [10.9820, -10.9307, 21.9162], [9.7453, -1.5308, 25.2797], [12.1321, -7.6216, 30.1023], [1.9616, -8.5448, 31.3233], [8.3003, -0.9548, 25.0184], [3.9410, -3.1584, 27.3635], [13.1009, -11.0169, 23.8320], [9.0815, -4.8963, 31.6492], [3.6526, -6.8880, 32.4423], [12.6590, -5.0868, 26.4379], [-0.9019, -6.6652, 27.7197], [11.2309, -6.4413, 25.4120], [2.0103, -10.3983, 29.7373], [6.1827, -6.5757, 34.7989], [4.4862, -12.9188, 23.8938], [11.6292, -7.6957, 21.2157], [9.2358, -8.7038, 34.7745], [4.3326, -9.7082, 23.0851], [10.4949, -16.6728, 25.3393], [11.8348, -10.3412, 32.4284], [0.4234, -6.1890, 25.1496], [0.6088, -4.5787, 25.8842], [12.8755, -4.3005, 25.7149], [1.6383, -9.5666, 27.1401], [11.0242, -10.8626, 24.6647], [2.8461, -7.7782, 21.8853], [8.2025, -13.7853, 32.9845], [1.4266, -10.8745, 22.9169], [2.4992, -10.2346, 27.1116], [10.6949, -12.9290, 22.1863], [4.9127, -2.9360, 27.8047], [6.1236, -5.6981, 33.6226], [13.2718, -10.0402, 23.3793], [3.0930, -11.7700, 25.7045], [4.9972, -6.0392, 20.9904], [7.8964, -4.0573, 31.3184], [3.1575, -4.8375, 25.0020], [4.3569, -4.5981, 24.2157], [12.7664, -6.0591, 20.2504], [1.9886, -11.8762, 31.8285], [1.0896, -6.7146, 31.5122], [8.2646, -17.0707, 25.4727], [5.8823, -4.5946, 21.2968], [8.6360, -11.9329, 29.9856], [9.2850, -9.1254, 25.7611], [2.7108, -8.8336, 22.9051], [4.9842, -13.7734, 24.3521], [2.0060, -10.4025, 22.1234], [13.3624, -8.7940, 28.7236], [9.3687, -4.7362, 32.6884], [4.3442, -10.8147, 32.1043], [6.0891, -15.5838, 23.6302], [5.8561, -14.5565, 23.3501], [7.0788, -5.4147, 23.0444], [9.5329, -3.8316, 29.6895], [7.5470, -10.3605, 27.5634], [8.1564, -3.7261, 29.9436], [9.3469, -6.1969, 20.5947], [9.8976, -8.5921, 31.2180], [8.1129, -11.5594, 31.3717], [9.6823, -6.5946, 26.8082], [7.8344, -8.9577, 35.8212], [2.1755, -6.6265, 26.6833], [4.6869, -6.9747, 24.1362], [9.6214, -11.8366, 33.7316], [13.5168, -10.9501, 24.8373], [5.2851, -5.3598, 21.7926], [11.8663, -9.4104, 29.1576], [7.7846, -3.1035, 31.8342], [5.5077, -6.3196, 36.0828], [11.0039, -15.2030, 28.3094], [3.5377, -7.0053, 31.3647], [10.2969, -15.9311, 24.5656], [9.2883, -3.5279, 24.4165], [7.5919, -1.6242, 25.5066], [9.2215, -17.2898, 25.9464], [13.6910, -11.7973, 23.3515], [8.0332, -6.8854, 35.1593], [4.0483, -4.7479, 22.4248], [12.7340, -8.9252, 29.6045], [8.1543, -6.4099, 36.1326], [14.3486, -9.5729, 30.8127], [5.1703, -3.3981, 24.5345], [8.7203, -13.5502, 25.1965], [7.7528, -12.2204, 29.4152], [13.8496, -7.0393, 23.8267], [8.5715, -6.3641, 34.3677], [9.2770, -1.9714, 22.6474], [1.2746, -10.0549, 21.3937], [13.5929, -5.7479, 28.2543], [10.7006, -14.0249, 31.8806], [2.0934, -8.6151, 24.2179], [7.1400, -13.8074, 23.0531], [9.6870, -11.3394, 22.9668], [6.1456, -9.1609, 25.8068], [8.6289, -6.1223, 31.4764], [10.4507, -0.7330, 25.0470], [10.4977, -15.3782, 27.3602], [5.2696, -14.6229, 22.4337], [11.8363, -4.6225, 26.9818], [3.2389, -9.7025, 26.5135], [8.9960, -12.6422, 32.6724], [2.9977, -12.7571, 33.0203], [5.2360, -11.4438, 21.9703], [5.6669, -12.5981, 26.2845], [9.1035, -16.5617, 27.6482], [3.7354, -5.6222, 29.6382], [6.0067, -13.2588, 25.4869], [1.7160, -12.8258, 28.1619], [13.2967, -9.8419, 30.7165], [8.2556, -7.8378, 25.1827], [13.2282, -10.9155, 30.5408], [10.2591, -1.0380, 22.0698], [5.5368, -8.8433, 35.1735], [5.7612, -1.0603, 28.5343], [13.1712, -9.2767, 32.7563], [3.9533, -10.5418, 33.8221], [3.9098, -12.5571, 29.4519], [8.4485, -10.5588, 31.6443], [2.4609, -11.8320, 32.8099], [0.7114, -10.3380, 33.7283], [10.0193, -1.8672, 26.2797], [11.1019, -12.3879, 31.4794], [11.8698, -6.6529, 20.0730], [3.5371, -10.6790, 32.8241], [1.2678, -6.1999, 27.1100], [14.2803, -4.1963, 27.6423], [3.1411, -11.3111, 21.5721], [7.2890, -6.0461, 27.1002], [5.7607, -7.6377, 28.2066], [10.0929, -14.4597, 26.9352], [1.5933, -5.2884, 27.9939], [9.1520, -8.4760, 22.0741], [12.9553, -6.9609, 30.3741], [3.1859, -4.8595, 31.0985], [1.4022, -11.8887, 26.0235], [8.7019, -5.3894, 20.9411], [10.1436, -6.3583, 23.1209], [7.7108, -8.4003, 32.8998], [4.7868, -11.9377, 28.0893], [8.0143, -0.9435, 23.5372], [7.9841, -14.3394, 22.6143], [13.8698, -5.1694, 27.3730], [7.0324, -11.5394, 31.5137], [7.6150, -11.3951, 24.2607], [11.0982, -17.3755, 24.7645], [5.0245, -8.3254, 33.5292], [3.8601, -5.6283, 30.7210], [11.2310, -8.0830, 31.6178], [10.0996, -4.5789, 30.6447], [4.9000, -2.8904, 29.2206], [10.7248, -11.5892, 22.7459], [2.3527, -11.6357, 26.4932], [8.8102, -6.8211, 19.8803], [8.2065, 0.0315, 25.4727], [8.9870, -14.0688, 30.0412], [10.1033, -3.4063, 28.7387], [11.5168, -8.6730, 20.7464], [13.1525, -6.8333, 24.7528], [11.3161, -7.0505, 32.6689], [8.0498, -6.1746, 28.7089], [3.0247, -11.4989, 20.5047], [7.0882, -1.4908, 23.3614], [0.2391, -5.9703, 31.9365], [8.6055, -8.3375, 26.0861], [1.5317, -11.5383, 33.9379], [9.3153, -18.3722, 26.0347], [7.2515, -8.7792, 33.8128], [12.3673, -7.1379, 26.6461], [9.0229, -7.3768, 27.1840], [7.2639, -9.8517, 33.6184], [4.4655, -10.6740, 21.9263], [11.6330, -12.4080, 24.5005], [9.9368, -2.6676, 24.2510], [6.1743, -5.9990, 22.8754], [6.9631, -13.0788, 22.2620], [10.9475, -4.7054, 20.3798], [0.8149, -12.3230, 34.1798], [10.6668, -13.9809, 21.7997], [3.1577, -5.3565, 22.2684], [10.2839, -13.1082, 31.4633], [8.6181, -2.9518, 21.7989], [7.6059, -12.8565, 24.6004], [5.5425, -1.3893, 30.7541], [10.3303, -5.4129, 18.8873], [11.3761, -16.0731, 26.3905], [3.7340, -3.7771, 22.0415], [7.7732, -6.7203, 27.8068], [6.8301, -7.8429, 28.1586], [11.4359, -7.1488, 29.4096]]}